Entry 1:
Density functional theory data (the ωB97M-V functional and the def2-TZVPD basis) for the ion C3H5O2 with charge -1.

```
10
Properties=species:S:1:pos:R:3:forces:R:3
C -0.983110 -0.517133 -0.190514 -1.269 2.930 -1.766
C -0.070838 0.659786 0.212381 0.259 -0.511 1.707
C 1.378590 0.068553 0.037101 -0.928 0.707 0.334
O 2.330619 0.806734 -0.265716 0.174 0.234 0.030
O 1.318985 -1.157945 0.207028 1.628 -1.213 0.324
H -1.911345 -0.044778 -0.656686 0.665 -0.992 0.468
H -0.391358 -1.072834 -0.884509 -0.365 -0.476 -0.779
H -1.218809 -1.172014 0.591415 -0.457 -0.729 1.224
H -0.262313 0.863082 1.339626 0.496 0.146 -1.769
H -0.190424 1.566550 -0.390125 -0.203 -0.096 0.227
```
Positions in Å, forces in eV/Å.

## Properties
Lowest unoccupied orbital energy in eV: 4.574
Energy in eV: -7287.9636
ΔE to the lowest compared entry with this formula, charge and spin in eV: 0.563
F_max in eV/Å: 3.6
Charge: -1

=====

Entry 2:
Density functional theory data (the ωB97M-V functional and the def2-TZVPD basis) for a structure of composition C30H21Cl2N4O2RhSi.

```
61
Properties=species:S:1:pos:R:3:forces:R:3
Rh -0.184473 0.473761 -1.294520 0.169 0.032 0.014
Cl -3.613857 -5.343059 -1.056132 -0.003 -0.002 0.007
C -3.191807 -3.674626 -1.165742 0.008 -0.003 -0.009
C -1.881350 -3.331374 -1.309709 -0.008 -0.003 0.000
C -1.524701 -1.961039 -1.359132 0.009 0.013 -0.008
N -0.280926 -1.475577 -1.433841 -0.006 -0.017 0.008
C 0.964527 -2.179654 -1.508811 0.001 0.001 0.084
O 1.043226 -3.407068 -1.453635 -0.012 -0.004 -0.016
C 2.056861 -1.257312 -1.618067 0.002 0.020 -0.019
C 3.394789 -1.705888 -1.623864 0.004 0.009 -0.008
C 4.414291 -0.812398 -1.757892 -0.007 0.002 0.002
C 4.111168 0.573633 -1.901825 -0.002 -0.008 0.003
C 2.808614 0.966841 -1.879336 0.001 0.025 0.008
N 1.773022 0.107406 -1.727318 -0.062 -0.039 -0.072
C -2.557842 -0.947562 -1.277176 0.015 0.024 -0.057
C -3.890148 -1.333678 -1.150385 -0.004 -0.009 -0.006
C -4.198712 -2.675840 -1.088999 0.003 0.015 -0.013
Cl -5.844768 -3.127784 -0.904648 -0.008 -0.004 0.007
N -2.087303 0.345387 -1.313948 -0.051 -0.035 -0.020
C -2.836752 1.554798 -1.208568 0.024 -0.010 0.031
O -4.066160 1.572493 -1.156831 -0.012 -0.001 -0.006
C -1.959771 2.691870 -1.118838 0.014 -0.013 -0.016
C -2.468226 3.993640 -0.946838 0.006 0.007 0.001
C -1.616344 5.046485 -0.791284 0.007 -0.009 -0.006
C -0.213701 4.804896 -0.792724 -0.013 0.009 -0.001
C 0.236570 3.531065 -0.967972 0.005 -0.016 0.018
N -0.585835 2.472471 -1.156277 -0.005 -0.003 0.007
H -1.104748 -4.077917 -1.359029 0.005 -0.003 0.003
H 3.565286 -2.769478 -1.524881 0.002 0.003 0.001
H 5.442089 -1.149421 -1.767218 0.000 0.002 0.001
H 4.889787 1.310255 -2.033778 0.003 -0.003 -0.001
H 2.539450 2.008812 -1.992226 -0.003 -0.018 -0.005
H -4.661100 -0.582162 -1.089652 -0.004 0.002 0.002
H -3.543286 4.109979 -0.933976 0.000 0.004 0.003
H -1.997936 6.049370 -0.657241 0.000 -0.001 0.003
H 0.497458 5.606750 -0.657691 -0.004 0.002 -0.002
H 1.295541 3.308462 -0.949902 -0.016 -0.005 0.006
C -1.801721 -3.718871 2.298648 0.014 -0.003 0.006
C -2.659187 -2.634308 2.185318 0.004 0.014 0.003
C -2.150538 -1.381380 1.872423 -0.004 0.001 0.000
C -0.779608 -1.191934 1.672051 0.044 -0.008 -0.017
C 0.069360 -2.295764 1.796572 -0.009 -0.002 -0.018
C -0.436403 -3.548061 2.106543 -0.020 -0.009 -0.012
Si -0.217134 0.479843 1.099003 -0.093 0.045 0.128
C 1.457194 1.082338 1.627998 0.011 -0.020 -0.022
C 2.632810 0.338223 1.485531 0.002 0.019 -0.002
C 3.852872 0.856749 1.886295 0.003 -0.002 0.000
C 3.921523 2.132945 2.430342 -0.002 -0.001 0.002
C 2.767800 2.889942 2.569635 0.001 -0.001 0.002
C 1.545030 2.368658 2.170115 -0.005 0.002 -0.021
H -2.197032 -4.699380 2.531626 -0.001 -0.001 -0.002
H -3.724183 -2.763771 2.332465 -0.005 -0.002 0.001
H -2.831253 -0.541929 1.773857 0.000 0.005 0.013
H 1.135543 -2.189390 1.637760 0.005 0.008 0.000
H 0.233771 -4.394186 2.184054 -0.002 -0.001 0.007
H -1.245222 1.480898 1.454094 0.000 -0.001 0.012
H 2.607590 -0.647957 1.037798 0.000 -0.008 -0.016
H 4.752730 0.267444 1.764697 -0.001 0.001 -0.001
H 4.875838 2.537861 2.742089 0.000 0.001 -0.002
H 2.817948 3.886048 2.990284 0.000 0.000 0.000
H 0.649317 2.969473 2.280686 -0.001 0.003 -0.003
```
Positions in Å, forces in eV/Å.

## Properties
Lowest unoccupied orbital energy (alpha / beta) in eV: -0.619 / -2.993
Energy in eV: -77435.9793
ΔE to the lowest compared entry with this formula, charge and spin in eV: 0.409
F_max in eV/Å: 0.2
Multiplicity: 5

=====

Entry 3:
Density functional theory data (the ωB97M-V functional and the def2-TZVPD basis) for a structure of composition C3H5N2.

```
10
Properties=species:S:1:pos:R:3:forces:R:3
C 0.527531 0.137464 -0.010504 -0.664 0.856 0.106
C 2.013178 0.205167 0.024721 -4.047 -2.264 0.692
C -1.361484 -0.465785 -0.028463 -2.262 -2.328 -1.179
N -0.054038 -1.085882 -0.052331 -0.574 -0.213 0.489
N -0.823324 0.841580 -0.088119 3.969 -1.495 -0.069
H 2.516761 1.017927 -0.345904 1.188 2.153 -0.508
H 2.609671 -0.679748 0.413410 -1.199 0.938 -0.717
H -2.255214 -0.843247 -0.751506 2.481 1.012 0.581
H -1.914933 -0.862356 0.857314 0.819 0.577 0.438
H -1.258148 1.734881 -0.018618 0.288 0.766 0.166
```
Positions in Å, forces in eV/Å.

## Properties
Lowest unoccupied orbital energy (alpha / beta) in eV: -8.255 / -8.027
Energy in eV: -6159.2921
ΔE to the lowest compared entry with this formula, charge and spin in eV: 6.600
F_max in eV/Å: 4.7
Charge: +1